(1)
Entry from the OMol25 dataset: C17H16CuN2O5 as an isolated structure at a distorted geometry (wB97M-V/def2-TZVPD).

Relative energy (zero: lowest compared OMol25 entry of this formula, charge and spin): 0.0000 eV
2S+1: 2
HOMO energy (spin up / spin down): -14.19 / -14.16 eV
LUMO (spin up / spin down): -9.10 / -10.56 eV
Charge: +2
Orbital gap (spin up / spin down): 5.1 / 3.6 eV
E_tot: -2782.82647 a.u.

Structure (XYZ):
```
41
Properties=species:S:1:pos:R:3:forces:R:3:mulliken_charge:R:1
Cu -0.061 -0.053 -0.107 -0.003 0.257 1.212 -0.096
O 0.272 2.966 -0.898 -0.556 -3.618 -0.284 -0.086
C 0.062 1.841 -0.876 -0.067 5.405 0.625 0.503
C -0.190 -1.762 -0.978 1.661 -7.495 -0.693 0.658
O -0.187 -2.883 -1.256 -0.342 4.725 0.825 -0.106
C 1.727 0.052 -1.039 5.828 -1.260 0.266 0.515
O 2.863 -0.080 -1.120 -3.877 0.662 -0.148 -0.066
C -1.696 -0.278 -1.099 -6.473 1.829 -3.343 0.575
O -2.583 -0.234 -1.836 3.565 -0.517 2.884 -0.104
C 0.028 0.653 -4.145 0.004 0.320 0.422 -0.606
H -0.872 1.271 -4.135 0.187 -0.177 -0.128 0.316
H 0.977 1.192 -4.094 -0.171 -0.187 -0.179 0.331
C -0.034 -0.673 -4.231 0.009 -0.362 0.390 -0.593
H 0.859 -1.301 -4.254 -0.174 0.228 -0.134 0.316
H -0.989 -1.199 -4.287 0.200 0.162 -0.138 0.336
C -0.932 0.552 6.519 -0.141 0.009 0.699 -0.837
N -1.145 0.544 5.085 -0.963 0.434 0.000 0.027
N -0.265 0.041 4.200 0.268 -0.277 -1.576 0.410
C -0.704 0.261 2.906 -1.607 1.101 2.153 0.713
O -0.019 -0.099 1.901 0.732 -0.388 -2.022 -0.955
C -1.952 0.951 3.069 0.925 -0.586 -0.870 -1.004
C -2.183 1.095 4.415 0.782 -0.240 0.603 0.805
C -3.303 1.746 5.119 -0.885 0.428 -0.071 -1.685
C 0.892 -0.658 4.613 0.876 -0.296 -0.258 0.365
C 0.777 -1.705 5.525 0.004 0.249 -0.032 -0.213
C 1.930 -2.322 5.993 0.440 0.108 -0.273 -0.789
C 3.181 -1.937 5.486 -0.126 0.163 -0.117 -0.458
C 3.276 -0.904 4.535 -0.048 -0.277 0.113 -0.666
C 2.123 -0.270 4.071 0.034 0.022 0.388 -0.366
H -1.715 1.199 6.926 0.293 -0.159 -0.003 0.345
H 0.049 0.962 6.802 -0.322 -0.173 -0.313 0.339
H -1.054 -0.450 6.954 0.055 0.447 -0.157 0.326
H -2.575 1.300 2.263 -0.084 0.016 0.075 0.410
H -3.895 1.057 5.735 0.234 -0.028 -0.184 0.379
H -3.013 2.581 5.769 0.151 -0.191 -0.268 0.399
H -3.969 2.141 4.346 -0.016 0.030 0.270 0.354
H -0.213 -1.998 5.876 0.383 -0.059 -0.084 0.636
H 1.847 -3.094 6.756 0.107 0.064 -0.249 0.404
H 4.092 -2.449 5.819 -0.439 0.312 -0.048 0.404
H 4.253 -0.567 4.171 -0.396 -0.288 0.131 0.377
H 2.177 0.538 3.327 -0.047 -0.392 0.517 0.389
```
Forces are in eV/Å.


(2)
Entry from the OMol25 dataset: C9H4Cl7NO5V as an isolated structure at a distorted geometry (wB97M-V/def2-TZVPD).

Relative energy (zero: lowest compared OMol25 entry of this formula, charge and spin): 1.0325 eV
2S+1: 3
HOMO energy (spin up / spin down): -4.62 / -5.53 eV
LUMO (spin up / spin down): 2.63 / 2.63 eV
Charge: -1
Orbital gap (spin up / spin down): 7.3 / 8.2 eV
E_tot: -4941.74962 a.u.

Structure (XYZ):
```
27
Properties=species:S:1:pos:R:3:forces:R:3:mulliken_charge:R:1
V -0.045 1.748 0.242 2.017 2.239 -0.007 0.656
Cl -1.031 -5.693 0.675 -0.031 -0.194 -0.005 -0.252
C -0.773 -3.977 0.569 0.026 0.149 -0.008 0.538
C 0.507 -3.497 0.356 0.025 -0.070 -0.008 -0.796
C 0.711 -2.133 0.294 -0.374 0.515 0.071 0.764
Cl 2.285 -1.473 0.057 0.118 -0.134 -0.033 -0.193
C -0.352 -1.212 0.424 -0.166 -0.378 0.138 -1.357
O -0.158 0.078 0.368 -0.673 -6.037 0.373 0.299
C -1.643 -1.761 0.621 0.674 0.392 -0.158 0.789
Cl -2.948 -0.637 0.724 -0.195 -0.106 0.058 -0.208
C -1.852 -3.123 0.701 -0.095 -0.042 0.006 -0.721
H 1.339 -4.176 0.236 0.013 0.013 0.039 0.431
H -2.848 -3.513 0.856 -0.003 0.019 0.001 0.423
Cl -0.242 1.134 3.305 -0.288 -0.278 0.639 -0.270
C 0.811 1.935 2.108 0.381 0.278 -0.174 -0.554
H 1.769 1.415 2.144 -0.002 0.018 -0.016 0.271
H 0.953 2.962 2.447 0.008 -0.023 0.052 0.359
Cl 0.494 3.692 -2.847 0.001 0.044 0.005 -0.119
C 0.579 1.925 -2.883 0.397 0.040 -0.026 0.557
Cl -0.966 1.246 -2.296 -0.069 0.112 -0.019 -0.140
Cl 0.830 1.403 -4.542 -0.067 -0.092 -0.086 -0.139
C 1.770 1.424 -1.928 0.146 -0.221 -0.654 0.338
O 2.642 0.784 -2.470 -0.035 0.255 0.347 -0.605
O 1.650 1.775 -0.708 0.331 0.279 -0.734 -0.508
O -0.254 3.665 0.193 -0.631 1.946 -0.075 -0.264
N -1.453 3.614 0.580 -0.245 0.318 0.164 0.151
O -1.774 2.395 0.774 -1.262 0.959 0.111 -0.449
```
Forces are in eV/Å.


(3)
Entry from the OMol25 dataset: a 2-piece molecular cluster, C4H15N2O overall at a distorted geometry (wB97M-V/def2-TZVPD).

Relative energy (zero: lowest compared OMol25 entry of this formula, charge and spin): 1.1796 eV
2S+1: 1
HOMO energy: -13.49 eV
LUMO: -2.82 eV
Charge: +1
Orbital gap: 10.7 eV
E_tot: -345.90236 a.u.

Structure (XYZ):
```
22
Properties=species:S:1:pos:R:3:forces:R:3:mulliken_charge:R:1
C 0.897 -1.648 -1.187 -1.426 -0.376 0.117 -0.694
C 0.886 -1.385 0.329 -0.677 0.784 -1.131 -0.563
C -0.346 -0.557 0.793 0.775 0.570 -1.292 -0.581
C -2.095 0.961 -0.335 2.608 -0.194 0.299 -0.920
N -0.652 0.829 0.193 0.273 0.124 -0.309 -0.114
N 0.936 -0.401 -1.936 -0.239 0.544 0.526 -0.495
H -0.108 -2.081 -1.372 0.460 0.040 -0.189 0.333
H 1.602 -2.432 -1.504 0.131 0.427 0.262 0.355
H 0.678 -2.352 0.790 0.599 0.073 0.416 0.327
H 1.802 -0.906 0.648 0.349 -0.255 0.347 0.357
H -0.173 -0.379 1.853 -1.110 -0.407 0.093 0.223
H -1.191 -1.067 0.354 -0.498 -0.843 1.258 0.415
H -2.184 2.021 -0.523 -1.032 0.207 0.628 0.394
H -2.677 0.361 0.344 -0.883 0.706 0.108 0.378
H -2.051 0.518 -1.310 -0.243 -0.594 -0.484 0.356
H -0.391 1.571 0.874 -0.250 -0.470 -0.143 0.427
H -0.075 0.939 -0.644 0.471 -0.220 -0.142 0.400
H 1.838 0.049 -1.920 0.184 -0.125 -0.378 0.219
H 0.546 -0.450 -2.865 0.360 -0.135 -0.107 0.208
H 1.501 2.316 1.980 -0.001 0.194 0.000 0.336
H 0.671 1.889 3.175 -0.203 0.147 -0.054 0.331
O 0.586 2.202 2.264 0.351 -0.196 0.174 -0.691
```
Forces are in eV/Å.


(4)
Entry from the OMol25 dataset: C3H11N4 as an isolated structure at a distorted geometry (wB97M-V/def2-TZVPD).

Relative energy (zero: lowest compared OMol25 entry of this formula, charge and spin): 3.2307 eV
2S+1: 1
HOMO energy: -13.57 eV
LUMO: -3.41 eV
Charge: +1
Orbital gap: 10.2 eV
E_tot: -339.60094 a.u.

Structure (XYZ):
```
18
Properties=species:S:1:pos:R:3:forces:R:3:mulliken_charge:R:1
C 2.115 -0.752 -0.286 0.391 2.109 1.491 0.053
C -2.139 0.235 -0.924 -1.144 -2.066 1.366 -1.136
C -1.874 -0.268 1.262 -2.839 -0.192 3.315 -0.330
N 0.896 -1.162 -0.302 -0.947 -0.492 -0.309 -0.476
N 2.550 0.453 0.102 -0.832 0.749 -0.144 -0.041
N -1.247 -0.068 0.227 -2.604 0.929 -2.518 -0.362
N 1.641 1.517 0.420 1.218 -3.069 2.418 -0.569
H 2.963 -1.300 -0.452 1.638 -2.361 -0.680 0.428
H -2.819 -0.602 -1.182 0.624 0.098 0.321 0.373
H -2.793 1.048 -0.758 -0.239 1.161 0.408 0.386
H -1.511 0.379 -1.695 1.767 0.835 -3.052 0.389
H -3.003 -0.283 1.476 1.479 0.285 -1.142 0.262
H -1.350 -0.389 2.155 1.161 -0.627 1.483 0.301
H 1.743 2.171 -0.263 -0.059 2.343 -2.412 0.266
H 0.652 -2.140 -0.476 0.947 0.395 -0.223 0.205
H 3.538 0.659 0.326 -1.008 -0.544 -0.412 0.253
H -0.114 -0.570 -0.047 1.363 0.074 0.066 0.642
H 0.752 1.071 0.416 -0.917 0.372 0.024 0.356
```
Forces are in eV/Å.


(5)
Entry from the OMol25 dataset: an isolated molecule of C12H18FNO2 (wB97M-V/def2-TZVPD).

Relative energy (zero: lowest compared OMol25 entry of this formula, charge and spin): 0.0349 eV
2S+1: 1
HOMO energy: -8.42 eV
LUMO: 0.77 eV
SMILES: OCCNCCCCOc1ccc(F)cc1
Orbital gap: 9.2 eV
E_tot: -773.12967 a.u.

Structure (XYZ):
```
34
Properties=species:S:1:pos:R:3:forces:R:3:mulliken_charge:R:1
O 4.545 0.579 -1.335 0.079 0.216 0.375 -0.492
C 4.172 0.117 -2.607 -0.304 -0.006 -0.388 -0.637
C 2.773 -0.499 -2.637 0.210 0.046 0.072 -0.545
N 2.622 -1.475 -1.574 0.345 -0.203 -0.060 -0.121
H 3.481 -2.008 -1.487 -0.075 0.065 0.056 0.230
C 1.495 -2.372 -1.733 -0.275 0.036 -0.137 -1.005
C 0.169 -1.670 -1.426 0.244 -0.084 0.272 -0.678
H -0.644 -2.386 -1.558 -0.053 0.013 -0.089 0.432
C 0.154 -1.117 -0.005 -0.381 0.265 -0.089 -0.483
C -1.111 -0.316 0.278 0.161 -0.222 -0.225 -0.642
H -1.192 0.527 -0.423 -0.040 -0.062 0.056 0.420
O -1.030 0.163 1.606 0.137 -0.032 0.120 -0.319
C -2.049 0.907 2.105 -0.191 0.177 0.180 0.330
C -1.891 1.344 3.423 0.034 -0.125 -0.270 -0.356
C -2.862 2.107 4.034 -0.203 0.076 -0.083 -0.442
C -4.001 2.436 3.320 0.013 -0.071 -0.164 0.254
C -4.182 2.018 2.018 -0.084 0.193 0.372 -0.672
C -3.203 1.251 1.407 0.314 -0.210 -0.105 -0.200
H -3.356 0.930 0.389 0.022 -0.046 -0.088 0.370
H -5.081 2.290 1.486 -0.095 0.040 -0.027 0.405
F -4.959 3.186 3.913 0.042 -0.026 -0.007 -0.328
H -2.748 2.447 5.051 -0.001 0.042 0.105 0.412
H -0.991 1.067 3.948 0.110 -0.030 0.074 0.399
H -1.998 -0.955 0.159 0.020 0.105 0.011 0.399
H 0.219 -1.935 0.713 0.045 -0.039 0.070 0.228
H 1.025 -0.479 0.142 0.012 -0.004 0.065 0.292
H 0.013 -0.857 -2.138 -0.076 0.023 -0.101 0.316
H 1.626 -3.195 -1.027 -0.018 -0.036 -0.052 0.460
H 1.443 -2.797 -2.752 0.021 -0.013 0.132 0.394
H 2.603 -0.934 -3.639 -0.016 0.104 0.070 0.304
H 2.028 0.291 -2.485 0.015 0.034 -0.138 0.307
H 4.922 -0.632 -2.879 -0.073 0.022 -0.061 0.344
H 4.216 0.933 -3.346 0.013 -0.200 0.021 0.309
H 3.793 1.034 -0.940 0.050 -0.047 0.033 0.317
```
Forces are in eV/Å.


(6)
Entry from the OMol25 dataset: an isolated molecule of C22H30N2O4 (wB97M-V/def2-TZVPD).

Relative energy (zero: lowest compared OMol25 entry of this formula, charge and spin): 2.2787 eV
2S+1: 1
HOMO energy: -7.37 eV
LUMO: 0.55 eV
SMILES: COc1ccc2c3c([nH]c2c1)[C@H]1C[C@@H]2[C@H](C[C@@H](O)[C@@H](OC)[C@@H]2CO)CN1CC3
Orbital gap: 7.9 eV
E_tot: -1266.78206 a.u.

Structure (XYZ):
```
58
Properties=species:S:1:pos:R:3:forces:R:3:mulliken_charge:R:1
C 6.602 3.272 3.398 0.177 0.128 -0.034 -0.861
O 5.466 2.463 3.561 -0.287 -0.205 -0.072 -0.455
C 4.821 1.999 2.445 -0.195 -0.139 0.088 0.881
C 3.712 1.201 2.691 0.177 0.120 0.091 -0.550
C 3.017 0.699 1.604 0.502 0.360 -0.181 -0.671
N 1.907 -0.095 1.559 -0.236 -0.198 0.239 -0.045
C 1.586 -0.332 0.242 0.173 0.041 -0.593 0.458
C 2.478 0.302 -0.574 -0.381 -0.285 -0.047 -0.142
C 3.409 0.979 0.270 -0.013 0.011 0.388 -0.064
C 4.523 1.782 0.051 -0.212 -0.148 0.053 -0.969
C 5.218 2.284 1.131 0.327 0.234 0.157 -0.408
H 6.080 2.905 0.949 0.079 0.056 0.019 0.410
H 4.842 2.013 -0.955 0.055 0.039 -0.094 0.474
C 2.393 0.228 -2.063 -0.198 -0.087 0.130 -0.535
C 1.397 -0.887 -2.431 0.185 0.061 -0.183 -1.143
N 0.174 -0.880 -1.652 -0.040 -0.060 0.010 0.069
C -0.632 0.311 -1.839 -0.087 0.193 0.118 -1.148
C -2.056 0.098 -1.286 0.074 -0.301 -0.280 0.500
C -3.103 -0.152 -2.364 -0.258 0.225 0.306 -1.053
H -3.138 0.675 -3.076 -0.011 -0.013 -0.059 0.392
C -4.486 -0.302 -1.719 0.309 -0.218 0.155 -0.521
O -5.486 -0.512 -2.684 -0.295 -0.147 -0.336 -0.647
H -5.349 -1.403 -3.033 -0.029 0.056 0.036 0.424
H -4.763 0.620 -1.199 0.124 -0.161 0.004 0.511
C -4.491 -1.464 -0.705 -0.122 0.376 0.232 -0.138
C -3.389 -1.338 0.365 -0.109 0.162 -0.172 0.206
C -3.782 -0.365 1.492 0.196 -0.673 0.112 -1.228
O -4.116 0.945 1.113 0.018 0.586 -0.234 -0.612
H -3.318 1.408 0.837 -0.106 -0.027 0.076 0.376
H -2.980 -0.354 2.242 -0.099 -0.049 0.001 0.378
H -4.685 -0.752 1.974 0.128 -0.048 0.018 0.521
C -2.043 -1.098 -0.333 -0.106 0.043 0.380 0.140
C -0.841 -0.952 0.597 -0.125 -0.180 -0.300 -1.904
H -0.833 0.047 1.042 -0.016 0.047 0.090 0.622
H -0.879 -1.686 1.405 0.023 0.025 0.099 0.552
C 0.435 -1.161 -0.239 0.053 -0.136 0.137 0.489
H 0.713 -2.227 -0.192 -0.058 0.114 0.055 0.376
H -1.868 -1.986 -0.950 -0.020 0.077 0.018 0.207
H -3.315 -2.312 0.865 -0.020 0.025 0.029 0.323
H -5.475 -1.479 -0.212 0.035 -0.015 -0.080 0.629
O -4.340 -2.652 -1.473 0.169 0.279 -0.182 -0.386
C -4.886 -3.807 -0.893 -0.080 -0.123 0.065 -0.810
H -4.378 -4.083 0.038 -0.011 -0.013 -0.018 0.261
H -5.955 -3.679 -0.684 0.038 -0.014 -0.011 0.344
H -4.752 -4.607 -1.620 -0.042 -0.059 0.088 0.310
H -2.863 -1.068 -2.906 0.072 -0.046 -0.092 0.316
H -2.342 1.008 -0.749 0.040 -0.001 0.034 -0.015
H -0.177 1.188 -1.350 0.015 0.014 -0.092 0.348
H -0.679 0.516 -2.911 0.030 0.060 -0.005 0.522
H 1.123 -0.817 -3.487 0.049 -0.060 0.014 0.469
H 1.873 -1.858 -2.267 0.033 0.008 -0.068 0.402
H 3.372 0.009 -2.496 -0.001 0.015 -0.074 0.506
H 2.060 1.187 -2.472 0.052 0.010 -0.070 0.280
H 1.423 -0.471 2.355 0.040 0.051 -0.047 0.237
H 3.422 0.992 3.709 -0.019 -0.013 0.156 0.441
H 6.365 4.201 2.869 0.021 -0.046 0.008 0.340
H 7.402 2.745 2.866 -0.036 0.034 0.009 0.341
H 6.940 3.510 4.406 0.020 0.015 -0.093 0.248
```
Forces are in eV/Å.


Among the records above, which one has the highest relative energy (zero: lowest compared OMol25 entry of this formula, charge and spin)? C3H11N4


Copy entry 4 word for word.
Entry from the OMol25 dataset: C3H11N4 as an isolated structure at a distorted geometry (wB97M-V/def2-TZVPD).

Relative energy (zero: lowest compared OMol25 entry of this formula, charge and spin): 3.2307 eV
2S+1: 1
HOMO energy: -13.57 eV
LUMO: -3.41 eV
Charge: +1
Orbital gap: 10.2 eV
E_tot: -339.60094 a.u.

Structure (XYZ):
```
18
Properties=species:S:1:pos:R:3:forces:R:3:mulliken_charge:R:1
C 2.115 -0.752 -0.286 0.391 2.109 1.491 0.053
C -2.139 0.235 -0.924 -1.144 -2.066 1.366 -1.136
C -1.874 -0.268 1.262 -2.839 -0.192 3.315 -0.330
N 0.896 -1.162 -0.302 -0.947 -0.492 -0.309 -0.476
N 2.550 0.453 0.102 -0.832 0.749 -0.144 -0.041
N -1.247 -0.068 0.227 -2.604 0.929 -2.518 -0.362
N 1.641 1.517 0.420 1.218 -3.069 2.418 -0.569
H 2.963 -1.300 -0.452 1.638 -2.361 -0.680 0.428
H -2.819 -0.602 -1.182 0.624 0.098 0.321 0.373
H -2.793 1.048 -0.758 -0.239 1.161 0.408 0.386
H -1.511 0.379 -1.695 1.767 0.835 -3.052 0.389
H -3.003 -0.283 1.476 1.479 0.285 -1.142 0.262
H -1.350 -0.389 2.155 1.161 -0.627 1.483 0.301
H 1.743 2.171 -0.263 -0.059 2.343 -2.412 0.266
H 0.652 -2.140 -0.476 0.947 0.395 -0.223 0.205
H 3.538 0.659 0.326 -1.008 -0.544 -0.412 0.253
H -0.114 -0.570 -0.047 1.363 0.074 0.066 0.642
H 0.752 1.071 0.416 -0.917 0.372 0.024 0.356
```
Forces are in eV/Å.